DFT (wB97M-V/def2-TZVPD) results for a molecular structure, C18H9F4N5O5Ta.

Cartesian coordinates (Å):
Ta  1.9888  0.4523  0.6632
O  3.0855  -1.3012  0.4901
C  4.5916  -1.3090  0.6075
C  4.9383  -0.1852  1.5511
N  4.2126  1.0610  1.1658
C  4.8016  1.7427  -0.0194
C  3.7131  2.4301  -0.8258
O  3.7478  3.3357  -1.5449
O  2.4584  1.6854  -0.6003
C  4.1492  2.0077  2.3212
C  2.9698  1.6918  3.2145
O  2.7953  1.8651  4.3457
O  1.9242  1.0780  2.3783
H  2.7434  -2.1762  0.2329
H  4.8810  -2.2761  1.0133
H  4.9714  -1.2015  -0.4061
H  4.6343  -0.4507  2.5661
H  6.0230  -0.0452  1.5629
H  5.5607  2.4732  0.2629
H  5.2763  1.0165  -0.6826
H  5.0690  1.9923  2.9076
H  4.0012  3.0259  1.9512
F  -2.0106  0.0781  -1.9169
C  -3.2133  -0.3784  -1.5716
C  -4.2520  -0.3000  -2.4543
F  -4.0466  0.2266  -3.6296
C  -5.5534  -0.7902  -2.0953
C  -5.6848  -1.3525  -0.7819
C  -4.6197  -1.4170  0.0878
F  -4.8017  -1.9475  1.2759
C  -3.3615  -0.9248  -0.2867
C  -2.2287  -0.9561  0.6240
C  -0.9842  -0.5489  0.3428
N  0.1679  -0.2181  0.2756
C  -2.2905  -1.4193  1.9836
N  -2.2010  -1.7746  3.0724
F  -6.8306  -1.8232  -0.3903
C  -6.6342  -0.7237  -2.9734
C  -7.9310  -1.1974  -2.6508
N  -9.0063  -1.5636  -2.4558
C  -6.5378  -0.1698  -4.2768
N  -6.5165  0.2876  -5.3339

Atoms 1-2, force components in eV/Å:
-0.03 0.07 -0.05
0.12 0.00 0.04

**Relative energy (zero: lowest compared OMol25 entry of this formula, charge and spin)**: 0.0 kcal/mol
**Gap between HOMO and LUMO**: 5.905 eV
**Charge**: +3
**HOMO**: -18.135 eV

DFT (wB97M-V/def2-TZVPD) results for 4 unconnected molecules or ions with the total composition C3H12O5 at a distorted geometry.

Cartesian coordinates (Å):
O  1.5868  -0.9470  -0.7130
C  0.5235  -1.8740  -0.4418
C  -0.9169  -1.5331  -0.7868
C  -1.7976  -0.9236  0.2303
O  -1.6014  0.5559  0.2719
H  1.0095  -2.8330  -0.6406
H  -1.5474  -1.9557  -1.6444
H  0.5496  -1.8319  0.6115
H  -2.8353  -0.9710  -0.1466
H  -1.7741  -1.3637  1.2772
H  -1.2564  0.7752  -0.5575
H  -0.3851  1.1002  1.5204
H  1.1232  1.1337  1.8457
O  0.2901  0.6451  2.0952
H  2.4776  2.6260  0.6647
H  0.9363  1.9712  -0.3845
O  1.9060  1.8201  0.6087
H  1.1825  -0.1072  -0.7983
H  0.3277  2.0120  -1.9477
O  0.2014  1.7009  -1.0642

Atoms 1-2, force components in eV/Å:
-0.22 -1.65 -1.16
1.29 0.62 0.41

**Relative energy (zero: lowest compared OMol25 entry of this formula, charge and spin)**: 182.1 kcal/mol
**Gap between HOMO and LUMO**: 3.640 eV
**HOMO**: -8.251 eV

DFT (wB97M-V/def2-TZVPD) results for a molecular structure, C21H44B2ClGaN5O4 at a distorted geometry.

Cartesian coordinates (Å):
C  8.1518  3.6351  -1.3576
C  7.3669  2.9446  -2.5848
C  6.0768  2.1061  -2.1184
C  4.9137  3.0785  -1.5332
N  3.9133  3.4891  -2.5549
Ga  2.5574  2.1472  -2.8814
Cl  3.0541  1.0286  -4.8289
C  0.7476  3.0921  -3.1866
B  -0.0405  3.5218  -1.8495
O  -0.4036  4.9308  -1.6834
O  -0.4766  2.6251  -0.7865
B  2.3185  0.7382  -1.3832
O  2.3069  1.1068  0.0350
O  2.1547  -0.6625  -1.7092
H  7.9715  3.1129  -0.3585
H  7.7784  4.7208  -1.3149
H  9.2594  3.6845  -1.6050
H  8.1238  2.3008  -3.1406
H  6.9975  3.7671  -3.2885
H  6.4350  1.4553  -1.2418
H  5.6801  1.4262  -2.9532
H  4.4782  2.6637  -0.5722
H  5.4770  4.0411  -1.2315
H  4.4627  3.5854  -3.4308
H  0.8164  4.0339  -3.8426
H  0.0651  2.3741  -3.7678
H  0.1504  5.3447  -0.9912
H  -0.0925  2.8953  0.0724
H  2.1746  2.0832  0.1121
H  2.5571  -0.8151  -2.5895
C  -1.1695  -0.9807  -1.0114
C  -2.4735  -0.2228  -0.8193
C  -3.3785  -0.8547  0.2421
C  -3.7418  -2.2502  -0.1584
N  -4.0241  -3.3345  -0.4709
H  -1.3429  -1.9989  -1.3703
H  -0.5475  -0.4767  -1.7530
H  -0.6040  -1.0368  -0.0765
H  -3.0028  -0.1759  -1.7764
H  -2.2455  0.8062  -0.5285
H  -4.2936  -0.2676  0.3538
H  -2.8725  -0.8816  1.2102
C  -6.8268  -3.6006  -2.4026
C  -6.7051  -5.1161  -2.3027
C  -7.0415  -5.8293  -3.6151
C  -8.4533  -5.5311  -4.0124
N  -9.5507  -5.2993  -4.3196
H  -7.8508  -3.2916  -2.6292
H  -6.5499  -3.1357  -1.4548
H  -6.1677  -3.2052  -3.1810
H  -7.3664  -5.4735  -1.5072
H  -5.6831  -5.3713  -2.0099
H  -6.9262  -6.9092  -3.4961
H  -6.3693  -5.5024  -4.4124
C  3.6916  -1.1599  4.7259
C  2.4228  -1.7270  4.0965
C  2.5629  -1.9701  2.5920
C  2.8610  -0.6781  1.8939
N  3.0971  0.3401  1.3330
H  3.9440  -0.1818  4.3103
H  3.5559  -1.0301  5.8033
H  4.5422  -1.8308  4.5685
H  1.5957  -1.0382  4.2855
H  2.1732  -2.6721  4.5893
H  1.6343  -2.3900  2.1916
H  3.3700  -2.6799  2.3913
C  -3.5855  0.9704  3.5969
C  -3.7091  0.4438  5.0224
C  -2.4143  0.5913  5.8247
C  -1.3148  -0.1819  5.1669
N  -0.4602  -0.7828  4.6557
H  -2.8408  0.4125  3.0251
H  -4.5384  0.8718  3.0717
H  -3.3023  2.0269  3.5922
H  -4.0054  -0.6091  4.9877
H  -4.5094  0.9861  5.5338
H  -2.5560  0.2142  6.8402
H  -2.1220  1.6424  5.8912

Atoms 1-2, force components in eV/Å:
-0.57 0.64 -0.79
-0.31 -0.03 0.24

**Gap between HOMO and LUMO**: 6.278 eV
**Charge**: -1
**HOMO**: -4.380 eV

Copy entry 2 word for word.
DFT (wB97M-V/def2-TZVPD) results for 4 unconnected molecules or ions with the total composition C3H12O5 at a distorted geometry.

Cartesian coordinates (Å):
O  1.5868  -0.9470  -0.7130
C  0.5235  -1.8740  -0.4418
C  -0.9169  -1.5331  -0.7868
C  -1.7976  -0.9236  0.2303
O  -1.6014  0.5559  0.2719
H  1.0095  -2.8330  -0.6406
H  -1.5474  -1.9557  -1.6444
H  0.5496  -1.8319  0.6115
H  -2.8353  -0.9710  -0.1466
H  -1.7741  -1.3637  1.2772
H  -1.2564  0.7752  -0.5575
H  -0.3851  1.1002  1.5204
H  1.1232  1.1337  1.8457
O  0.2901  0.6451  2.0952
H  2.4776  2.6260  0.6647
H  0.9363  1.9712  -0.3845
O  1.9060  1.8201  0.6087
H  1.1825  -0.1072  -0.7983
H  0.3277  2.0120  -1.9477
O  0.2014  1.7009  -1.0642

Atoms 1-2, force components in eV/Å:
-0.22 -1.65 -1.16
1.29 0.62 0.41

**Relative energy (zero: lowest compared OMol25 entry of this formula, charge and spin)**: 182.1 kcal/mol
**Gap between HOMO and LUMO**: 3.640 eV
**HOMO**: -8.251 eV

What is the HOMO in the first record?
-18.135 eV

What is the HOMO in the third record?
-4.380 eV

Please write out number 2 again, unchanged.
DFT (wB97M-V/def2-TZVPD) results for 4 unconnected molecules or ions with the total composition C3H12O5 at a distorted geometry.

Cartesian coordinates (Å):
O  1.5868  -0.9470  -0.7130
C  0.5235  -1.8740  -0.4418
C  -0.9169  -1.5331  -0.7868
C  -1.7976  -0.9236  0.2303
O  -1.6014  0.5559  0.2719
H  1.0095  -2.8330  -0.6406
H  -1.5474  -1.9557  -1.6444
H  0.5496  -1.8319  0.6115
H  -2.8353  -0.9710  -0.1466
H  -1.7741  -1.3637  1.2772
H  -1.2564  0.7752  -0.5575
H  -0.3851  1.1002  1.5204
H  1.1232  1.1337  1.8457
O  0.2901  0.6451  2.0952
H  2.4776  2.6260  0.6647
H  0.9363  1.9712  -0.3845
O  1.9060  1.8201  0.6087
H  1.1825  -0.1072  -0.7983
H  0.3277  2.0120  -1.9477
O  0.2014  1.7009  -1.0642

Atoms 1-2, force components in eV/Å:
-0.22 -1.65 -1.16
1.29 0.62 0.41

**Relative energy (zero: lowest compared OMol25 entry of this formula, charge and spin)**: 182.1 kcal/mol
**Gap between HOMO and LUMO**: 3.640 eV
**HOMO**: -8.251 eV